(1)
This record from the Open Molecules 2025 dataset describes an isolated ion of composition C2H5N2Si and charge +1 at a distorted geometry. The level of theory is the ωB97M-V functional and the def2-TZVPD basis.

CARTESIAN COORDINATES (ANGSTROEM)
C: 1.1030 -0.2239 -1.0506
N: 1.7615 0.5062 -0.1850
C: 0.9059 1.0626 0.6786
N: -0.2769 0.5182 0.9288
Si: -0.6591 -0.7183 -0.5381
H: 1.7619 -0.6421 -1.7371
H: 1.1672 1.9847 1.1056
H: -0.8569 0.8608 1.6309
H: -1.5883 0.0125 -1.2076
H: -0.6288 -2.1626 -0.5011

The SMILES is C1=NC=[NH+][SiH2]1. The value obtained for the HOMO-LUMO gap is 9.6 eV. The value obtained for the relative energy (zero: lowest compared OMol25 entry of this formula, charge and spin) is 59.6 kJ/mol. The calculation puts the lowest unoccupied orbital energy at -6.07 eV. As for the total charge: +1.

---

(2)
This record from the Open Molecules 2025 dataset describes C27H26AsBrIrN6O7PS as an isolated structure at a distorted geometry. The level of theory is the ωB97M-V functional and the def2-TZVPD basis.

CARTESIAN COORDINATES (ANGSTROEM)
Ir: -0.7012 -1.6421 -1.6361
O: -5.1103 -1.2873 0.4056
As: -4.3168 -0.5662 -1.0995
O: -5.5778 -0.3539 -2.0772
O: -2.1143 -2.3319 -0.2639
C: -3.9071 1.2134 -0.3166
C: -4.8710 1.8461 0.4518
C: -4.5931 3.0867 1.0044
C: -3.3628 3.6924 0.7932
C: -2.4099 3.0660 0.0069
C: -2.7061 1.8351 -0.5534
S: -1.4072 0.9487 -1.3587
O: -0.7569 0.2277 -0.2281
O: -0.5076 1.8335 -2.0372
O: -2.0040 -0.0958 -2.2560
H: -5.9435 -1.6843 0.1375
H: -5.8244 1.3625 0.6113
H: -5.3403 3.5838 1.6044
H: -3.1450 4.6456 1.2483
H: -1.4397 3.4983 -0.1844
Br: 3.1193 7.1675 -1.1564
C: 3.8413 5.4349 -1.4328
C: 3.4848 4.4013 -0.5675
C: 3.9756 3.1385 -0.7731
C: 4.8363 2.8753 -1.8722
C: 5.2034 3.9476 -2.7186
C: 4.7057 5.2084 -2.5037
N: 5.2729 1.6514 -2.1467
N: 5.1246 0.5656 -1.5293
C: 4.1672 -0.3391 -1.5739
C: 4.2304 -1.4321 -0.6748
C: 3.1518 -2.2558 -0.4412
C: 1.9295 -2.0347 -1.0987
O: 0.8118 -2.6937 -0.8408
C: 1.8992 -1.0452 -2.1172
N: 0.7177 -0.9321 -2.7834
C: 0.6182 -0.1282 -3.8257
C: 1.6930 0.6418 -4.2529
C: 2.8737 0.6268 -3.5306
C: 3.0041 -0.2250 -2.4328
H: 2.8162 4.5956 0.2574
H: 3.7165 2.3254 -0.1115
H: 5.8786 3.7591 -3.5377
H: 4.9776 6.0256 -3.1552
H: 5.1446 -1.5668 -0.1180
H: 3.2219 -3.0575 0.2766
H: -0.3414 -0.0843 -4.3198
H: 1.5795 1.2677 -5.1212
H: 3.6965 1.2551 -3.8360
C: -2.1848 -3.8858 3.8266
N: -2.5236 -2.4795 3.6932
C: -1.3879 -1.6648 4.0860
N: -0.1979 -1.9806 3.3159
C: 0.1119 -3.3920 3.4643
N: -0.9991 -4.2385 3.0621
C: -1.2238 -4.2278 1.6390
P: -1.6926 -2.4990 1.1608
C: -3.0282 -2.1537 2.3825
C: -0.2908 -1.5704 1.9369
H: -3.0274 -4.4953 3.4934
H: -1.9852 -4.0963 4.8808
H: -1.1698 -1.8684 5.1380
H: -1.6313 -0.6067 3.9693
H: 0.3262 -3.5898 4.5193
H: 0.9909 -3.6404 2.8653
H: -2.0269 -4.9238 1.3805
H: -0.3167 -4.5296 1.1078
H: -3.9264 -2.7390 2.1627
H: -3.3076 -1.0975 2.3284
H: -0.4614 -0.4949 1.8574
H: 0.6410 -1.7977 1.4158

The value obtained for the HOMO-LUMO gap (alpha / beta) is 3.6 / 3.8 eV. The value obtained for the relative energy (zero: lowest compared OMol25 entry of this formula, charge and spin) is 536.9 kJ/mol. The calculation puts the lowest unoccupied orbital energy (alpha / beta) at -5.72 / -5.61 eV. The spin multiplicity is 2. As for the total charge: +1.

---

(3)
This record from the Open Molecules 2025 dataset describes a 4-piece molecular cluster, C36H63FN3O12P3 overall at a distorted geometry. The level of theory is the ωB97M-V functional and the def2-TZVPD basis.

CARTESIAN COORDINATES (ANGSTROEM)
C: 1.1713 -0.3253 -5.6798
C: 0.7227 0.9702 -4.9780
C: 1.6646 1.3875 -3.8207
C: 1.1210 1.0342 -2.4509
C: 0.6945 -0.2390 -2.2107
C: 0.1815 -0.5903 -0.9448
C: 0.1201 0.3091 0.0797
C: -0.4140 -0.1994 1.4063
C: 0.6361 -0.9826 2.1836
F: -1.0099 0.7707 2.1933
C: 0.5827 1.6289 -0.1458
N: 0.5511 2.5216 0.8880
C: 0.9537 3.7276 0.6065
C: 0.9045 4.7618 1.6683
C: 2.0184 5.4750 2.1018
C: 1.8703 6.4272 3.0951
N: 0.7315 6.7845 3.6895
C: -0.3173 6.0855 3.2484
C: -0.2980 5.0872 2.2923
C: 1.4023 4.0943 -0.6925
N: 1.4905 3.2776 -1.7017
C: 1.0687 2.0093 -1.4186
H: 1.6511 -1.0084 -4.9781
H: 1.8952 -0.1173 -6.4689
H: 0.3165 -0.8133 -6.1501
H: 0.7912 1.7633 -5.7268
H: -0.3173 0.9110 -4.6577
H: 1.9379 2.4345 -3.8875
H: 2.5687 0.7779 -3.9298
H: 0.7376 -1.0079 -2.9693
H: -0.1447 -1.6119 -0.7804
H: -1.2009 -0.9207 1.1597
H: 1.0301 -1.7467 1.5123
H: 1.4322 -0.3473 2.5663
H: 0.1423 -1.5355 2.9854
H: 2.9950 5.2892 1.6727
H: 2.7630 6.9443 3.4363
H: -1.2744 6.3399 3.6957
H: -1.2103 4.5666 2.0321
H: 1.6945 5.1283 -0.8575
C: 6.5029 -4.6035 -4.4301
C: 5.9992 -4.0664 -3.1040
O: 6.7048 -2.8861 -2.7036
P: 6.3538 -1.4763 -3.3938
O: 4.9604 -1.1198 -3.0698
O: 7.2120 -0.5100 -2.3946
C: 6.6477 0.6832 -1.8479
C: 6.2948 0.4796 -0.3908
O: 7.4694 -1.5036 -4.5328
C: 8.2088 -0.3286 -4.9295
C: 9.6151 -0.4289 -4.3911
H: 6.2688 -3.9156 -5.2456
H: 6.0439 -5.5672 -4.6525
H: 7.5860 -4.7217 -4.4073
H: 4.9257 -3.8632 -3.1442
H: 6.1671 -4.8014 -2.3179
H: 5.7777 1.0067 -2.4189
H: 7.4076 1.4641 -1.9418
H: 5.6047 -0.3563 -0.2740
H: 5.8351 1.3764 0.0277
H: 7.1895 0.2420 0.1864
H: 7.7122 0.5839 -4.6020
H: 8.2273 -0.3159 -6.0196
H: 9.6190 -0.4953 -3.3049
H: 10.2031 0.4377 -4.6953
H: 10.0997 -1.3300 -4.7691
C: -5.4611 2.4266 9.0598
C: -5.1836 0.9890 9.4570
O: -4.5508 0.2571 8.4021
P: -2.9813 0.4695 8.1185
O: -2.2216 0.0302 9.3032
O: -2.7360 -0.7486 7.0579
C: -1.6243 -1.6337 7.1805
C: -2.0764 -2.9769 7.7105
O: -3.1166 1.5850 6.9885
C: -2.2598 1.6266 5.8235
C: -3.0404 1.1723 4.6168
H: -4.5308 2.9830 8.9282
H: -6.0550 2.9277 9.8249
H: -5.9971 2.4638 8.1116
H: -4.5723 0.9420 10.3621
H: -6.1208 0.4737 9.6641
H: -0.8460 -1.2056 7.8116
H: -1.2024 -1.7519 6.1779
H: -2.5801 -2.8630 8.6703
H: -1.2287 -3.6523 7.8361
H: -2.7904 -3.4341 7.0239
H: -1.3594 1.0320 5.9716
H: -1.9466 2.6631 5.6945
H: -3.4121 0.1559 4.7377
H: -2.4224 1.2144 3.7224
H: -3.9136 1.8106 4.4684
C: -3.9033 0.9428 -1.7479
C: -3.0793 0.0712 -2.6763
O: -3.6925 -1.2086 -2.8812
P: -4.9402 -1.3404 -3.8849
O: -4.4962 -0.9873 -5.2457
O: -5.0572 -2.9685 -3.9526
C: -5.2053 -3.6556 -5.1949
C: -3.9049 -4.3232 -5.5851
O: -6.1027 -1.1855 -2.8016
C: -7.3250 -1.9509 -2.8498
C: -7.2867 -3.0056 -1.7707
H: -4.8533 1.2203 -2.2102
H: -3.3619 1.8570 -1.5006
H: -4.1363 0.4068 -0.8277
H: -2.9114 0.5664 -3.6368
H: -2.1062 -0.1241 -2.2303
H: -5.5511 -2.9833 -5.9795
H: -5.9821 -4.4114 -5.0479
H: -3.0994 -3.5914 -5.6477
H: -3.9984 -4.8267 -6.5484
H: -3.6155 -5.0578 -4.8322
H: -7.4853 -2.3841 -3.8361
H: -8.1444 -1.2563 -2.6621
H: -6.4447 -3.6813 -1.9080
H: -8.2102 -3.5857 -1.7706
H: -7.1673 -2.5389 -0.7921

The SMILES is CCCc1ccc([C@@H](C)F)c2nc(-c3ccncc3)cnc12.CCOP(=O)(OCC)OCC.CCOP(=O)(OCC)OCC.CCOP(=O)(OCC)OCC. The value obtained for the HOMO-LUMO gap is 8.4 eV. The calculation puts the lowest unoccupied orbital energy at -0.40 eV. As for the total charge: 0.

---

Molecular weight? In order: 85.16 956.62 841.83 u.
DFT total energy? In order: -13004.288 -205526.458 -97984.018 eV.